DFT (ωB97M-V/def2-TZVPD) results for 3 unconnected molecules or ions with the total composition CH3NO3.

```
! RIJCOSX wB97M-V def2-TZVPD def2/J DEFGRID3
* xyz 0 1
C 0.166 -0.414 0.418
N 0.112 -1.410 1.396
O 0.748 0.595 0.658
O -0.742 -1.524 2.190
O -0.244 -0.972 -0.727
H 0.223 2.164 -0.773
H -0.007 1.949 -1.608
H -0.256 -0.389 -1.555
*
```

Strongest force on any atom in hartree/bohr: 0.0714
Energy relative to the best compared isomer or geometry (same formula, charge and spin) in kcal per mole: 68.0
DFT total energy in eV: -8714.0186
Molar mass in g mol⁻¹: 77.0
HOMO level (spin up / spin down) in eV: -9.651 / -9.651